DFT (ωB97M-V/def2-TZVPD) results for the molecule C23H27N3O4.

The calculation puts the highest occupied orbital energy at -7.463 eV. The calculation puts the LUMO energy at 0.3 eV. The electronic energy is -36949.7517 eV. As for the SMILES: CCOCCCNC(=O)c1cc(Nc2ccc(OC)cc2OC)nc2ccccc12. For the relative energy (zero: lowest compared OMol25 entry of this formula, charge and spin), the calculation gives 39.3 kcal per mole.

Structure (XYZ):
```
57
Properties=species:S:1:pos:R:3:forces:R:3
C 4.570 2.947 -0.034 -0.4 -0.1 -0.2
C 3.279 2.452 -0.665 0.2 -0.2 0.0
O 2.218 3.258 -0.206 0.0 0.2 0.1
C 0.979 2.937 -0.787 -0.2 0.1 0.0
C -0.096 3.818 -0.157 0.1 -0.2 -0.3
H -0.195 3.557 0.897 0.0 0.0 0.1
C -1.455 3.680 -0.848 0.1 0.3 0.3
N -1.957 2.327 -0.793 0.2 -0.1 -0.3
C -2.803 1.898 0.178 0.2 0.0 -0.3
O -3.362 2.649 0.950 -0.2 0.1 0.2
C -2.953 0.408 0.196 0.2 -0.5 0.2
C -1.821 -0.361 0.189 -0.2 0.3 0.0
C -1.936 -1.775 0.227 -0.7 -0.1 -0.1
N -3.101 -2.387 0.211 0.6 -0.3 0.1
C -4.228 -1.652 0.228 -0.2 0.6 0.0
C -5.466 -2.326 0.231 -0.2 0.0 0.0
C -6.638 -1.623 0.269 0.1 -0.2 0.0
C -6.629 -0.221 0.302 0.1 0.3 0.0
C -5.445 0.466 0.290 -0.3 0.1 0.0
C -4.223 -0.228 0.253 0.1 -0.3 0.0
H -5.430 1.544 0.326 0.0 0.1 0.0
H -7.566 0.316 0.337 0.0 0.1 0.0
H -7.584 -2.145 0.276 -0.1 -0.1 0.0
H -5.452 -3.405 0.211 0.0 -0.1 0.0
N -0.841 -2.588 0.217 0.1 -0.5 -0.1
C 0.499 -2.253 0.390 0.3 0.1 0.1
C 0.933 -1.284 1.281 -0.1 -0.3 -0.2
C 2.281 -0.990 1.433 0.4 0.1 0.0
C 3.223 -1.694 0.700 -0.2 0.0 0.0
C 2.805 -2.701 -0.176 0.1 0.0 0.0
C 1.464 -2.986 -0.334 -0.1 0.1 0.0
O 0.964 -3.957 -1.155 -0.1 0.4 0.4
C 1.872 -4.771 -1.857 0.2 -0.2 -0.2
H 1.261 -5.482 -2.411 0.1 0.0 0.0
H 2.534 -5.313 -1.174 0.0 0.0 0.0
H 2.474 -4.186 -2.559 0.0 0.0 0.0
H 3.569 -3.234 -0.715 0.1 -0.1 -0.1
O 4.572 -1.502 0.759 -0.2 -0.2 -0.2
C 5.074 -0.583 1.700 0.1 0.1 0.1
H 6.157 -0.614 1.593 -0.1 0.0 0.0
H 4.803 -0.870 2.721 0.0 0.0 0.0
H 4.720 0.432 1.500 0.0 0.0 0.0
H 2.569 -0.225 2.134 0.1 0.1 0.1
H 0.212 -0.764 1.891 -0.1 0.0 0.0
H -1.028 -3.548 -0.035 -0.1 0.1 0.0
H -0.841 0.088 0.137 0.0 0.1 0.0
H -1.511 1.642 -1.381 -0.2 -0.1 0.1
H -2.187 4.307 -0.334 0.1 0.0 -0.2
H -1.384 3.989 -1.894 -0.1 0.0 0.1
H 0.235 4.855 -0.216 0.0 0.1 0.0
H 0.760 1.869 -0.620 0.0 0.1 0.0
H 1.021 3.105 -1.878 0.0 0.0 0.1
H 3.091 1.398 -0.396 0.0 0.1 -0.1
H 3.346 2.508 -1.763 0.0 0.0 0.1
H 4.483 2.931 1.049 0.0 0.0 0.1
H 4.762 3.970 -0.344 0.1 0.1 0.0
H 5.401 2.318 -0.342 0.1 -0.1 0.0
```
Positions in Å, forces in eV/Å.